No. 1
# C11H12ClN

A single C11H12ClN molecule at a distorted geometry (ωB97M-V/def2-TZVPD, OMol25).

Geometry as XYZ:
```
25
Properties=species:S:1:pos:R:3:forces:R:3
Cl 1.266022 2.660115 0.093034 -0.2 -0.7 0.1
C 3.840206 -0.375364 0.030233 -0.3 0.0 0.4
H -0.627669 -0.442166 2.114966 -0.2 0.7 -0.6
N -3.311477 -0.064965 -0.007317 -0.3 0.2 0.7
H -2.890757 1.043640 1.715589 0.5 -0.5 -0.6
C 3.218471 0.856731 0.235062 0.8 0.4 -0.6
H -3.013350 -0.609510 2.079810 0.1 0.1 -1.2
C 1.853714 0.983392 0.084262 0.0 0.9 -0.2
C 0.996657 -0.102253 -0.085557 1.4 -0.8 1.6
H -3.514932 -1.040823 -0.274958 0.6 1.0 -0.1
H 4.902153 -0.484224 0.161449 0.3 0.2 -0.2
C 3.063185 -1.498164 -0.190123 -1.5 -0.4 0.9
H 3.805917 1.778326 0.380640 -0.3 -0.7 0.0
H -1.438931 -0.849881 -1.739899 0.8 0.5 0.3
C -2.602799 0.763653 -0.979611 0.6 -0.5 -0.1
H 1.035013 -2.252422 -0.083214 0.0 0.1 -0.1
C -0.461659 0.040569 0.029171 -1.0 -1.4 0.6
H -3.250341 0.825991 -1.839249 0.1 0.1 -0.6
C -1.200945 0.133994 -1.272551 -1.3 1.3 -0.5
C 1.646916 -1.355328 -0.069900 0.7 0.0 -1.2
H -2.448945 1.795295 -0.583273 -0.3 -0.8 -0.1
C -1.143345 -0.119840 1.185211 1.5 0.0 -0.4
C -2.615588 0.050157 1.256409 -1.3 -0.1 1.9
H 3.498221 -2.514685 -0.288602 -0.3 0.9 0.1
H -0.605741 0.777755 -1.951594 -0.4 -0.5 0.0
```
Positions in Å, forces in eV/Å.

Highest occupied orbital energy: -8.6 eV
Relative energy (zero: lowest compared OMol25 entry of this formula, charge and spin): 139.9 kJ/mol
LUMO energy: 0.86 eV
Energy: -25613.19871 eV
Frontier orbital gap: 9.45 eV

=====

No. 2
# C11H12ClN2

2 unconnected molecules or ions with the total composition C11H12ClN2 at a distorted geometry (ωB97M-V/def2-TZVPD, OMol25).

Geometry as XYZ:
```
26
Properties=species:S:1:pos:R:3:forces:R:3
C 1.057008 -1.006976 -1.993471 -0.7 -0.4 0.3
H -1.422344 0.137722 2.292578 0.1 -0.1 -0.1
H -1.334269 3.110037 -4.296845 0.0 0.1 0.0
H -1.087299 -1.131656 5.499884 -0.1 0.1 0.0
H 2.079459 0.577961 -3.878748 0.2 0.0 0.0
H 1.634485 -2.098390 4.064656 0.1 -0.1 0.2
C -0.658629 -0.305889 4.933127 0.0 -0.1 0.2
H -2.527572 1.807658 -2.569432 -0.1 0.0 0.0
C -0.851494 2.266113 -3.828414 0.1 -0.2 0.1
H -1.435278 0.434188 4.758643 0.0 0.1 0.1
N 1.024161 -1.753045 2.034802 -0.2 0.2 0.2
C -0.915973 0.453477 -2.258946 0.1 -0.1 0.1
H 2.105797 -1.197327 -2.172574 0.1 -0.1 0.1
C 0.063351 -1.045501 1.431123 -0.3 0.1 -1.1
C -0.101206 -0.797313 3.652719 0.5 -0.3 0.4
C 0.404507 0.081996 -2.609206 -0.3 0.4 -0.2
H 0.957123 2.485279 -4.950962 0.1 0.0 -0.1
C 0.444670 1.913940 -4.193609 0.1 0.0 -0.1
C -1.524796 1.531702 -2.856495 0.0 0.0 0.0
H 1.715482 -2.309690 1.559154 -0.1 0.1 0.0
N -0.629683 -0.471322 2.420186 0.4 -0.2 0.3
C 1.074090 0.846241 -3.594275 0.0 -0.2 0.2
C 0.952363 -1.616472 3.397517 -0.4 0.3 0.7
H -1.439922 -0.108614 -1.501450 -0.1 0.0 0.1
H 0.125436 0.141914 5.539674 0.0 0.1 0.1
Cl 0.290533 -1.946033 -0.879633 0.6 0.4 -1.4
```
Positions in Å, forces in eV/Å.

Highest occupied orbital energy (spin up / spin down): -11.6 / -11.7 eV
Relative energy (zero: lowest compared OMol25 entry of this formula, charge and spin): 0.0 kJ/mol
LUMO energy (spin up / spin down): -5.47 / -5.46 eV
Charge: +1
Energy: -27095.33743 eV
Frontier orbital gap (spin up / spin down): 6.16 / 6.21 eV

=====

No. 3
# C11H12ClN2O

A gas-phase ion, C11H12ClN2O (charge +1) at a distorted geometry (ωB97M-V/def2-TZVPD, OMol25).

Geometry as XYZ:
```
27
Properties=species:S:1:pos:R:3:forces:R:3
N -1.226173 -1.852061 -0.084493 -0.4 -0.2 1.1
C 1.651410 0.069908 -1.327777 -0.1 -0.5 2.0
H -3.755241 1.509615 -0.313526 -1.2 0.4 -0.4
C -2.570290 -1.600082 0.196775 1.4 0.3 -1.1
C 2.940938 0.302362 -1.168359 1.9 0.7 -0.1
O -5.059130 -0.059518 0.133528 -0.8 0.3 -0.4
C -4.012417 0.459256 -0.107732 0.4 0.8 1.1
N -1.483160 0.301909 -0.226470 -1.1 -1.1 0.3
C 1.461710 -0.032504 1.153479 1.2 0.2 0.7
H -0.224226 2.024132 -0.236700 0.3 -0.3 0.0
H 1.249335 1.029929 1.333879 -0.5 -0.1 -0.4
C -0.603953 -0.700646 -0.207826 2.1 1.5 -0.3
H 1.057418 -0.595720 1.982063 -0.1 -0.1 0.4
C 3.681851 0.144056 0.061668 0.9 -1.6 1.6
C 0.967645 -0.600206 -0.120235 -1.5 -0.2 -2.5
C -2.785988 -0.252165 0.057985 3.1 -2.3 -0.6
H 3.311760 0.116976 2.145960 1.3 -0.4 1.5
H 1.167504 0.352144 -2.212643 -0.9 0.0 -1.1
H -0.606150 -2.707469 -0.040246 -1.3 0.8 0.1
H -1.789883 2.325420 -1.166086 1.3 -1.9 1.9
Cl 1.485539 -2.366241 -0.158579 0.3 -0.1 0.1
H 4.776905 0.043220 0.252895 -0.8 0.7 -1.2
H -1.784119 2.119608 0.682110 1.0 -0.2 -1.2
H -3.165932 -2.450773 0.349447 -1.2 -0.5 0.2
C -1.260506 1.728108 -0.254608 -2.3 2.7 -0.3
H 3.585357 0.747503 -1.896636 -0.3 0.2 -1.0
C 2.989787 -0.056753 1.172131 -2.4 0.8 -0.4
```
Positions in Å, forces in eV/Å.

Highest occupied orbital energy: -12.6 eV
Relative energy (zero: lowest compared OMol25 entry of this formula, charge and spin): 5.2 kJ/mol
LUMO energy: -4.11 eV
Charge: +1
Energy: -29142.99232 eV
Frontier orbital gap: 8.50 eV

=====

No. 4
# C11H12ClNO

A single C11H12ClNO molecule at a distorted geometry (ωB97M-V/def2-TZVPD, OMol25).

Geometry as XYZ:
```
26
Properties=species:S:1:pos:R:3:forces:R:3
C 0.198020 2.994367 0.850657 -1.1 0.6 0.7
H -1.475432 1.792205 -0.974963 0.0 0.1 -0.2
H -1.952685 0.110264 -2.549152 0.9 -0.6 0.2
N -0.959236 1.133081 -0.418270 -0.1 2.0 1.6
C -0.883928 -0.248183 2.146387 1.0 -2.5 -0.7
H -1.209247 -1.973638 -3.694885 1.0 0.6 1.3
C -0.396413 1.630438 0.804295 2.7 -4.6 -0.5
C 0.606621 -0.746346 1.913185 -0.6 0.1 -0.9
H 0.748188 -1.849385 1.798262 -0.8 0.7 -0.2
C -0.426590 0.044257 -1.036690 -0.3 -1.2 -1.4
H 1.940132 -2.298224 -0.596930 -0.8 -0.1 -0.7
H 0.631179 3.160169 1.900266 -0.8 0.0 -1.7
H -0.679152 3.737870 0.577074 2.1 -1.0 0.6
H -1.119292 -0.503577 3.191977 -0.5 0.4 -0.6
O -0.939806 1.117022 1.958423 -0.1 2.1 0.3
C 0.695404 -0.598277 -0.523258 -1.7 0.0 -0.7
C 0.349458 -2.325549 -2.198819 2.8 -1.2 0.2
C -0.648061 -1.577866 -2.786771 -0.9 -1.9 -1.6
C 1.094567 0.022358 0.715609 0.6 1.0 0.6
Cl 2.953465 0.265818 0.631588 -1.3 0.2 0.5
H 1.019018 2.958641 0.104684 -0.6 0.6 0.4
H -1.524049 -0.792046 1.400616 0.2 0.4 0.8
C 1.051049 -1.835613 -1.074389 0.2 0.4 -0.3
H 0.789110 -3.225456 -2.709305 -0.8 0.8 0.6
H 1.198448 -0.536785 2.746160 0.9 0.8 1.6
C -1.060765 -0.455548 -2.175749 -1.8 2.3 0.1
```
Positions in Å, forces in eV/Å.

Highest occupied orbital energy: -8.1 eV
Relative energy (zero: lowest compared OMol25 entry of this formula, charge and spin): 7.6 kJ/mol
LUMO energy: 0.74 eV
Energy: -27659.42388 eV
Frontier orbital gap: 8.86 eV

=====

No. 5
# C11H12HoN7O4

A molecular structure, C11H12HoN7O4 at a distorted geometry (ωB97M-V/def2-TZVPD, OMol25).

Geometry as XYZ:
```
35
Properties=species:S:1:pos:R:3:forces:R:3
N -1.838230 3.403558 -3.371069 0.2 0.2 0.5
N -0.521140 0.748613 0.590510 -0.1 -0.2 -0.3
N 3.528694 -0.934336 0.260562 0.0 0.0 -0.2
O -0.013908 -2.327580 -0.976344 0.1 -0.5 0.0
H 3.757327 -2.608594 1.450783 0.0 0.0 0.0
H -4.737683 -0.532189 0.124683 0.0 0.0 0.0
C 2.726903 -0.173873 -0.605833 0.0 0.1 0.2
C -4.058226 -0.386016 0.961938 0.1 0.0 -0.2
N -0.597104 1.326672 -3.251451 -0.2 0.8 -0.5
C 3.092163 -2.116972 0.753436 -0.1 -0.1 0.0
H 5.391901 -1.081619 1.193694 0.0 -0.1 0.0
H 4.601355 0.503392 1.354723 0.0 0.0 0.0
C -1.612159 0.228188 2.734749 0.0 0.1 -0.1
N -2.310245 -0.237159 -0.791246 -2.1 -0.1 1.2
O -2.912896 -0.739128 -1.825749 0.2 0.0 -0.1
H 1.542989 -3.583797 0.811983 0.0 0.0 0.0
H -4.059227 -1.290959 1.572158 0.0 0.0 0.0
C 4.787264 -0.335833 0.684522 0.0 0.1 0.0
N -3.445021 4.659636 -4.750823 0.1 0.0 0.1
C 1.118697 -1.935056 -0.551601 0.7 -0.2 0.2
H -1.997758 -0.756906 2.998494 0.0 0.0 0.0
O 3.056012 0.962060 -0.898232 0.0 0.0 0.0
C -1.248241 2.316338 -3.356835 0.2 -0.1 -0.4
H -4.416333 0.438362 1.578970 0.0 0.0 0.0
H 1.178214 1.481228 0.755762 0.2 0.1 -0.1
H 5.315645 0.040593 -0.187283 0.0 0.0 0.0
H -0.628163 0.370191 3.168970 -0.1 0.0 0.1
H -2.297609 0.972523 3.144004 0.0 0.0 0.0
C -2.688864 4.040309 -4.132875 -0.2 -0.1 -0.3
C -2.700307 -0.091939 0.421308 0.0 0.1 -0.1
C -1.550796 0.350418 1.247893 0.2 0.1 0.1
C 1.900367 -2.650316 0.408253 -0.1 -0.1 0.0
Ho -0.527310 -0.330234 -1.843551 0.5 0.2 -0.8
O 0.587047 1.029405 1.369896 0.1 0.1 0.2
N 1.576642 -0.758978 -1.044400 0.4 -0.4 0.2
```
Positions in Å, forces in eV/Å.

Spin multiplicity: 5
Highest occupied orbital energy (spin up / spin down): -8.9 / -8.9 eV
Relative energy (zero: lowest compared OMol25 entry of this formula, charge and spin): 0.0 kJ/mol
LUMO energy (spin up / spin down): -0.32 / -0.27 eV
Energy: -56020.79767 eV
Frontier orbital gap (spin up / spin down): 8.60 / 8.65 eV

=====

No. 6
# C11H12IN2

A gas-phase ion, C11H12IN2 (charge +1) at a distorted geometry (ωB97M-V/def2-TZVPD, OMol25).

Geometry as XYZ:
```
26
Properties=species:S:1:pos:R:3:forces:R:3
C 1.111795 1.081431 -0.894316 -1.4 -0.9 -0.4
H -0.995096 -0.299861 2.402472 -0.5 0.1 0.5
H 0.892745 2.099330 -0.656875 -0.4 0.4 0.3
H 0.522948 0.214719 1.968403 -1.2 -1.0 -0.8
H 2.674401 1.852514 -1.951216 0.2 -0.9 -0.4
H -1.382605 1.915171 -0.307900 -0.9 0.1 -1.3
C 2.625039 -0.332235 -2.104176 1.8 -0.6 -1.3
H 3.484155 -0.656583 -2.722881 -0.3 1.5 0.2
C -2.974879 1.043112 0.979062 -2.1 1.3 -2.8
C 2.189673 0.889776 -1.723451 1.0 2.9 0.1
H -2.161381 -1.769814 0.784570 -1.6 -2.2 2.6
N -0.295153 -0.409328 1.672705 1.9 0.0 3.0
N -3.126395 -0.498300 2.920777 -0.2 -0.6 1.0
H 0.415880 -2.040291 -0.390577 -1.5 -3.1 0.9
C -3.205310 0.249988 2.046764 0.4 -0.3 1.0
C -1.591814 1.287942 0.522833 2.0 0.5 2.0
C -1.780931 -1.227530 0.039414 1.2 2.3 -3.1
C 2.008233 -1.436162 -1.631519 -0.4 -0.8 0.0
C -0.873801 -0.074095 0.372209 0.6 0.2 -2.0
I -2.477739 -1.448769 -1.859366 -0.1 0.0 0.3
C 0.872374 -1.291522 -0.884618 0.4 2.6 -0.4
C 0.320731 -0.026553 -0.579420 1.5 -0.6 0.3
H 2.516140 -2.316633 -1.976348 -0.6 -1.0 0.6
H 0.004121 -1.398997 1.789830 0.1 0.6 -0.6
H -3.870108 1.156937 0.298749 1.3 0.3 0.7
H -0.958263 1.907274 1.265112 -1.1 -0.9 -0.4
```
Positions in Å, forces in eV/Å.

Highest occupied orbital energy (spin up / spin down): -12.9 / -12.1 eV
Relative energy (zero: lowest compared OMol25 entry of this formula, charge and spin): 479.4 kJ/mol
LUMO energy (spin up / spin down): -4.47 / -5.22 eV
Charge: +1
Energy: -22671.02595 eV
Frontier orbital gap (spin up / spin down): 8.39 / 6.85 eV

=====

No. 7
# C11H12N

A gas-phase ion, C11H12N (charge +1) at a distorted geometry (ωB97M-V/def2-TZVPD, OMol25).

Geometry as XYZ:
```
24
Properties=species:S:1:pos:R:3:forces:R:3
C 0.289655 -0.906666 1.451985 3.5 0.9 -3.6
C -3.296749 -0.024786 -0.412962 0.5 0.3 -0.7
H -2.204953 0.636378 -2.094812 0.0 0.0 -0.1
N 1.626092 0.468644 -0.822511 0.4 0.0 -0.5
H 2.187628 0.423264 -1.686565 -0.2 0.0 0.2
C -0.820730 -0.513692 0.855871 0.0 -0.2 0.4
C 1.939733 1.763038 -0.161449 0.3 0.9 0.5
C 2.013223 -0.631829 0.012390 -3.9 -1.1 3.6
H 3.862123 -1.252187 -0.758331 0.0 0.1 -0.1
H 3.224175 -2.179141 0.684850 -0.1 -0.1 0.2
H 1.331440 1.861335 0.735737 0.0 -0.2 -0.1
C -3.258059 -0.514869 0.932450 0.4 -0.2 0.8
C -0.857931 0.064116 -0.499916 1.0 0.1 -0.1
H 2.992316 1.792850 0.116869 0.0 -0.2 -0.1
C -2.164552 0.247527 -1.089328 -0.7 0.0 -0.1
H 0.628591 -1.355152 2.352854 0.0 -0.2 0.5
H 1.718261 2.586672 -0.838638 -0.1 -0.2 -0.1
C 3.073839 -1.384141 -0.023579 0.4 0.1 -0.5
C -2.084815 -0.724489 1.551057 -0.6 0.0 -0.1
H -2.031612 -1.098209 2.560594 -0.1 0.0 0.1
H -4.188087 -0.715148 1.441604 0.0 0.0 0.1
C 0.214463 0.447273 -1.226562 -0.9 -0.2 -0.2
H 0.063538 0.870494 -2.207744 0.1 0.0 -0.1
H -4.257590 0.138717 -0.873864 -0.1 0.0 -0.1
```
Positions in Å, forces in eV/Å.

Highest occupied orbital energy (spin up / spin down): -11.7 / -11.7 eV
Relative energy (zero: lowest compared OMol25 entry of this formula, charge and spin): 444.7 kJ/mol
LUMO energy (spin up / spin down): -4.36 / -4.36 eV
Charge: +1
Energy: -13079.92420 eV
Frontier orbital gap (spin up / spin down): 7.37 / 7.37 eV

=====

No. 8
# C11H12N

A gas-phase ion, C11H12N (charge +1) at a distorted geometry (ωB97M-V/def2-TZVPD, OMol25).

Geometry as XYZ:
```
24
Properties=species:S:1:pos:R:3:forces:R:3
C 1.913954 0.790800 -1.020176 -0.8 2.2 0.5
C -1.886881 0.949822 0.355939 0.0 1.5 0.0
C 3.153554 1.032579 -0.507341 1.4 -1.5 1.0
C 1.587660 -0.889310 0.462614 -3.6 -0.7 0.1
C -3.776846 -0.208625 0.299173 -1.0 -0.7 -0.8
C -0.239919 -0.434587 -1.037332 -2.3 0.0 1.8
H -0.484233 0.219949 -1.822115 -0.1 1.0 -1.0
C -1.454843 -0.441212 0.039623 1.4 -0.8 2.9
C -2.855289 -1.167499 0.102995 1.3 3.2 -1.0
H -3.802462 2.021429 0.479782 0.3 -0.1 0.1
H 4.612392 0.489306 1.126079 -0.4 -0.1 -0.8
H -0.887644 -0.884983 1.005190 -1.4 1.0 -1.6
H 0.744281 -1.592690 0.679663 1.8 -0.1 0.5
C 3.673581 0.302383 0.578627 -1.9 -1.0 0.1
C -3.221667 1.116417 0.348285 1.2 -0.3 0.5
H -3.062674 -2.152881 -0.047805 -0.2 -2.6 -0.3
H -4.856570 -0.322553 0.334466 0.2 -0.5 0.2
H 1.539761 1.553367 -1.679615 -0.3 -0.4 -0.8
H -1.221782 1.743308 0.647237 0.5 0.2 -0.4
C 2.796385 -0.760656 1.019716 2.0 1.6 -0.9
H -0.178070 -1.418663 -1.426784 0.6 -0.9 -0.4
H 3.730578 1.630533 -1.141132 1.1 1.4 -0.2
N 1.067784 -0.022990 -0.425627 -0.2 -1.6 -1.0
H 3.108953 -1.553252 1.628539 0.6 -0.6 1.2
```
Positions in Å, forces in eV/Å.

Highest occupied orbital energy: -11.7 eV
Relative energy (zero: lowest compared OMol25 entry of this formula, charge and spin): 209.4 kJ/mol
LUMO energy: -4.83 eV
Charge: +1
Energy: -13082.36226 eV
Frontier orbital gap: 6.88 eV

=====

No. 9
# C11H12N2NdO4Se

A molecular structure, C11H12N2NdO4Se at a distorted geometry (ωB97M-V/def2-TZVPD, OMol25).

Geometry as XYZ:
```
31
Properties=species:S:1:pos:R:3:forces:R:3
C 2.509886 -0.699677 -1.138626 7.2 -0.3 0.3
N 1.031385 0.681020 2.938704 -0.9 -0.6 -0.4
C -0.812595 1.652056 3.710194 1.6 0.3 0.1
C 0.171972 1.858782 -0.885785 0.4 8.6 1.5
N -1.148175 0.539224 2.988214 0.9 -0.4 -0.4
O 0.225203 3.003364 -0.677082 -0.3 -6.1 -1.1
H -2.555603 -0.856831 2.203919 0.3 0.7 0.6
C 0.586969 1.741957 3.679716 -1.6 0.1 0.2
H 2.981847 0.235720 3.653479 -0.5 0.1 -0.4
C -0.024573 -0.076815 2.493533 0.0 0.8 0.5
O 3.658830 -0.751238 -1.060304 -4.9 0.2 -0.3
C -2.389760 -0.464365 -1.189813 -7.7 0.3 0.3
C 2.428406 0.392948 2.705748 1.8 -0.5 -0.4
Nd 0.060441 -0.569163 -1.209449 0.0 -1.3 0.7
H 2.927673 1.219133 2.169314 -0.4 -0.2 0.3
C 0.027031 -1.250424 -6.333989 0.0 0.3 0.2
H -1.550095 2.301901 4.204085 0.5 -0.5 -0.4
C -0.060411 -3.027676 -1.188749 -0.5 -10.8 1.4
H 1.062118 0.627865 -6.271542 -0.7 -0.4 -0.1
C -2.505271 0.072085 2.817037 -1.7 -0.7 -0.4
Se 0.061836 -1.804916 1.555790 0.0 1.7 -0.9
H 1.256076 2.482891 4.140870 -0.4 -0.6 -0.3
C 0.091346 0.096660 -6.276788 0.0 -0.3 0.2
H -3.131107 0.826599 2.305534 0.4 -0.2 0.3
H -0.824173 0.718556 -6.292061 0.6 -0.4 -0.1
O -0.116981 -4.216229 -1.001978 0.4 9.0 -1.5
H 2.572887 -0.524522 2.090135 -0.4 0.6 0.6
H -0.942706 -1.779603 -6.397997 0.7 0.4 0.0
O -3.543564 -0.405844 -1.140735 5.3 -0.3 -0.2
H 0.942858 -1.870383 -6.377387 -0.6 0.4 0.0
H -2.991761 -0.153061 3.786020 0.5 0.2 -0.4
```
Positions in Å, forces in eV/Å.

Spin multiplicity: 4
Highest occupied orbital energy (spin up / spin down): -17.4 / -17.4 eV
LUMO energy (spin up / spin down): -13.80 / -13.64 eV
Charge: +3
Energy: -103361.48858 eV
Frontier orbital gap (spin up / spin down): 3.60 / 3.77 eV